Record 1
DFT (ωB97M-V/def2-TZVPD) results for one molecule with the formula C5H7FO2 at a distorted geometry.

Total charge ... 0
Relative energy (zero: lowest compared OMol25 entry of this formula, charge and spin) ... 0.942 eV
Largest force on an atom ... 5.9 eV Å⁻¹
E_HOMO ... -8.79 eV
Orbital gap ... 0.356 hartree
Total energy ... -12109.03666 eV

Each line ends with the Löwdin charge.
Cartesian coordinates (Å):
C: 0.7854 -0.6117 0.0803  -0.2226
C: 1.8816 -1.2457 0.6077  0.0895
C: -0.8997 1.1200 -0.2782  -0.0829
C: -0.4057 0.4746 -1.5359  -0.1797
C: -0.4812 0.1719 0.7814  -0.4515
O: 0.6639 -0.3488 -1.2198  -0.0263
O: -1.4931 -0.7515 1.0497  0.1190
F: -0.0733 0.7799 1.9601  0.0558
H: 2.6118 -1.4479 -0.0943  0.0305
H: 2.1565 -1.3228 1.6536  0.0617
H: -0.4051 2.0462 -0.1666  0.1128
H: -1.9764 1.4432 -0.2148  0.1598
H: -1.1878 -0.1866 -1.7774  0.1082
H: -0.0494 1.2490 -2.4057  0.1883
H: -1.1275 -1.3695 1.5598  0.0373

Cartesian forces (eV/Å) of the 3 atoms listed first:
C 0.4 1.0 2.9
C -3.0 1.8 0.1
C -1.0 1.5 0.4

---

Record 2
DFT (ωB97M-V/def2-TZVPD) results for one molecule with the formula C21H30NO3P at a distorted geometry.

Total charge ... 0
Relative energy (zero: lowest compared OMol25 entry of this formula, charge and spin) ... 1.054 eV
Largest force on an atom ... 1.1 eV Å⁻¹
E_HOMO ... -7.98 eV
Orbital gap ... 0.313 hartree
Total energy ... -39187.30727 eV

Each line ends with the Löwdin charge.
Cartesian coordinates (Å):
C: 4.6994 -0.1573 -1.3045  -0.0425
C: 4.4680 -1.5297 -0.6866  -0.4712
C: 5.7131 -2.0768 -0.0044  -0.0420
H: 6.5127 -2.1949 -0.7302  0.0809
H: 5.4957 -3.0412 0.4464  0.0809
H: 6.0370 -1.3939 0.7774  0.0821
H: 4.1286 -2.2204 -1.4702  0.1304
O: 3.4441 -1.4470 0.3045  -0.2091
P: 1.9103 -1.4563 -0.1932  0.6789
O: 1.7086 -2.1447 -1.4739  -0.2676
C: 1.3423 0.2616 -0.1274  -0.2739
C: 1.9068 1.2018 0.7255  -0.0835
C: 1.3810 2.4717 0.8202  -0.0176
C: 0.2535 2.8471 0.0699  -0.2267
N: -0.2826 4.0994 0.1824  -0.1937
C: 0.4269 5.1381 0.8887  -0.0663
H: 1.4635 5.2092 0.5472  0.0916
H: 0.4261 4.9582 1.9689  0.0916
H: -0.0538 6.0957 0.7046  0.0820
C: -1.4869 4.4504 -0.5281  -0.0662
H: -2.2679 3.7097 -0.3438  0.0876
H: -1.8484 5.4124 -0.1719  0.0827
H: -1.3198 4.5224 -1.6092  0.0949
C: -0.3043 1.8842 -0.7895  -0.0106
C: 0.2298 0.6194 -0.8784  -0.0671
H: -0.2023 -0.1144 -1.5423  0.1172
H: -1.1583 2.1266 -1.3997  0.0951
H: 1.8454 3.1724 1.4946  0.0952
H: 2.7798 0.9384 1.3071  0.1120
H: 5.4752 -0.2132 -2.0634  0.0830
H: 4.9984 0.5555 -0.5388  0.0835
H: 3.7747 0.1883 -1.7647  0.0746
C: 1.0704 -2.2488 1.2747  -0.3570
C: -0.3911 -2.0404 0.9936  -0.2344
C: -1.1032 -0.9997 1.5720  -0.0311
C: -2.4187 -0.7667 1.2125  -0.0236
C: -3.0529 -1.5539 0.2625  -0.2187
C: -2.3344 -2.5981 -0.3102  -0.0225
C: -1.0241 -2.8409 0.0500  -0.0294
H: -0.4757 -3.6492 -0.4097  0.1174
H: -2.8002 -3.2309 -1.0507  0.1121
C: -4.4812 -1.2752 -0.1370  -0.3919
C: -5.3792 -2.4761 0.1661  -0.0665
H: -5.0833 -3.3388 -0.4250  0.0737
H: -5.3113 -2.7425 1.2186  0.0820
H: -6.4156 -2.2401 -0.0661  0.0757
C: -4.5617 -0.8968 -1.6176  -0.0646
H: -4.2406 -1.7246 -2.2445  0.0755
H: -3.9201 -0.0429 -1.8249  0.0751
H: -5.5836 -0.6376 -1.8867  0.0759
H: -4.8403 -0.4241 0.4532  0.1292
H: -2.9563 0.0489 1.6765  0.1114
H: -0.6374 -0.3702 2.3171  0.1165
O: 1.5327 -1.7336 2.4885  -0.0255
H: 1.5929 -0.7740 2.4076  0.0682
H: 1.3180 -3.3163 1.2622  0.1462

Cartesian forces (eV/Å) of the 3 atoms listed first:
C -0.2 -0.3 0.1
C 0.7 0.0 -0.5
C -0.4 0.1 -0.1

---

Record 3
DFT (ωB97M-V/def2-TZVPD) results for one molecule with the formula C3H6N2O2.

Total charge ... 0
Relative energy (zero: lowest compared OMol25 entry of this formula, charge and spin) ... 1.273 eV
Largest force on an atom ... 0.4 eV Å⁻¹
E_HOMO ... -9.78 eV
Orbital gap ... 0.388 hartree
Total energy ... -10283.52458 eV

Each line ends with the Löwdin charge.
Cartesian coordinates (Å):
N: -1.4835 0.8173 -0.2127  0.1697
C: -1.3812 -0.1299 0.7507  -0.5202
O: -2.3143 -0.4990 1.4443  0.0442
C: -0.0211 -0.7970 0.9740  -0.0851
O: 1.1620 0.0101 0.9186  -0.0430
C: 1.6875 0.3382 -0.2615  -0.3033
N: 1.0859 0.2198 -1.3724  0.0994
H: -2.4244 1.1304 -0.4031  0.1124
H: -0.7860 0.8442 -0.9496  0.0583
H: 0.0865 -1.6419 0.2840  0.1359
H: -0.0701 -1.1681 1.9973  0.1317
H: 2.7006 0.7249 -0.1171  0.1381
H: 1.6803 0.5339 -2.1346  0.0619

Cartesian forces (eV/Å) of the 3 atoms listed first:
N -0.1 -0.1 0.0
C -0.2 -0.1 0.0
O 0.3 0.2 -0.2

---

Record 4
DFT (ωB97M-V/def2-TZVPD) results for a 2-piece molecular cluster, C4H10O2 overall at a distorted geometry.

Total charge ... +1
Relative energy (zero: lowest compared OMol25 entry of this formula, charge and spin) ... 2.334 eV
Largest force on an atom ... 2.6 eV Å⁻¹
<S²> ... 0.7533
E_HOMO (spin up / spin down) ... -13.26 / -13.26 eV
Orbital gap (spin up / spin down) ... 0.281 / 0.173 hartree
Spin multiplicity ... 2
Total energy ... -8394.57779 eV

Each line ends with the Mulliken spin population.
Cartesian coordinates (Å):
C: 1.2316 -1.1655 -1.3491  0.0239
C: 0.6204 2.4951 -0.8535  0.0273
O: -0.3297 2.4586 -1.9169  0.0061
C: 1.2205 1.1693 -0.6018  0.3650
C: 0.5071 -0.0170 -0.7672  0.3570
H: 2.2719 -1.1234 -1.0002  -0.0001
H: 1.3447 -1.1371 -2.4254  0.0462
H: 0.8257 -2.1186 -1.0015  0.0344
H: 0.1403 2.9307 0.0383  0.0619
H: 1.3818 3.1970 -1.2166  0.0115
H: 0.0461 2.9551 -2.6489  0.0024
H: 2.2407 1.2528 -0.2336  0.0314
H: -0.5733 0.0223 -0.9273  0.0330
H: -3.7654 -3.3661 5.6904  0.0000
H: -3.7781 -3.6090 4.2006  0.0000
O: -3.3844 -3.9443 5.0127  0.0000

Cartesian forces (eV/Å) of the 3 atoms listed first:
C 1.0 -0.4 2.1
C -0.4 0.8 -1.9
O -0.1 -0.5 0.6

---

Which of these has the lowest largest force on an atom?
C3H6N2O2

---

relative energy (zero: lowest compared OMol25 entry of this formula, charge and spin) of number 3 (C3H6N2O2)?
1.273 eV